The following is a quantum chemistry calculation of a 16-piece molecular cluster, C38H61ClFIN15S overall in a non-equilibrium geometry, from the Open Molecules 2025 dataset.

Element x y z (Å)
C1 1.4078 1.6695 -1.2833
C2 0.2440 0.6321 -1.0019
Cl1 -0.6411 0.4040 -2.6138
C3 0.7446 -0.8190 -0.5652
S1 0.7739 -1.0321 1.2983
C4 -0.0220 -2.7004 1.5667
C5 0.9399 -3.7689 2.2382
C6 1.8284 -4.4278 1.0503
I1 -0.1631 -5.4573 3.1168
C7 2.5119 -1.0016 1.9248
C8 3.4919 -0.0748 1.0842
F1 2.4335 -0.4149 3.2280
H1 1.2525 2.2412 -2.2439
H2 2.4035 1.1301 -1.3892
H3 1.5157 2.4557 -0.4661
H4 -0.5432 1.0266 -0.2942
H5 -0.0542 -1.5411 -0.9391
H6 1.7082 -1.1440 -1.0561
H7 -0.9206 -2.5910 2.2563
H8 -0.3241 -3.1187 0.5537
H9 1.5989 -3.3281 3.0407
H10 1.1134 -5.0015 0.3754
H11 2.5318 -5.1870 1.5119
H12 2.4127 -3.6435 0.4814
H13 3.0100 -2.0061 2.0129
H14 3.9299 -0.6926 0.2497
H15 3.0282 0.8971 0.7599
H16 4.3484 0.2028 1.7813
C9 2.6434 2.2317 4.6785
C10 2.6391 2.7248 6.0852
N1 2.6348 3.1092 7.1816
H17 2.3605 1.1818 4.6535
H18 1.9342 2.8053 4.0799
H19 3.6405 2.3423 4.2506
C11 -2.0856 2.6843 1.6809
C12 -0.8138 3.2096 2.2568
N2 0.1796 3.6174 2.7030
H20 -2.0254 1.6015 1.5760
H21 -2.9200 2.9321 2.3375
H22 -2.2597 3.1283 0.6996
C13 -0.1621 -1.9332 5.6087
C14 -0.6040 -2.9402 6.6199
N3 -0.9483 -3.7194 7.4086
H23 -0.8350 -1.9489 4.7502
H24 -0.1720 -0.9365 6.0508
H25 0.8498 -2.1633 5.2722
C15 3.6651 2.5246 10.1373
C16 4.8285 2.6711 11.0594
N4 5.7347 2.7854 11.7775
H26 3.5690 1.4847 9.8246
H27 2.7497 2.8302 10.6445
H28 3.8088 3.1485 9.2573
C17 2.1421 -1.4145 -4.8121
C18 2.8785 -1.5444 -3.5201
N5 3.4526 -1.6476 -2.5114
H29 1.0735 -1.5198 -4.6377
H30 2.3364 -0.4360 -5.2527
H31 2.4667 -2.1859 -5.5069
C19 -4.9395 1.2967 -1.5545
C20 -4.3344 0.7296 -0.3148
N6 -3.8625 0.2867 0.6525
H32 -4.1976 1.3199 -2.3528
H33 -5.7829 0.6817 -1.8696
H34 -5.2898 2.3113 -1.3650
C21 -1.9874 2.5160 -5.2475
C22 -3.3620 2.7976 -4.7547
N7 -4.4392 3.0164 -4.3708
H35 -1.6699 1.5269 -4.9163
H36 -1.9700 2.5496 -6.3381
H37 -1.2937 3.2615 -4.8572
C23 5.0566 -3.4769 4.1830
C24 5.2453 -4.2550 2.9238
N8 5.4018 -4.8652 1.9374
H38 3.9954 -3.4219 4.4293
H39 5.5874 -3.9634 5.0015
H40 5.4468 -2.4664 4.0558
C25 -3.2892 6.3234 -2.9616
C26 -2.1974 5.3414 -2.7073
N9 -1.3471 4.5729 -2.5100
H41 -4.1475 5.8142 -3.4018
H42 -3.5922 6.7906 -2.0243
H43 -2.9399 7.0949 -3.6483
C27 -5.7741 1.0561 -7.1193
C28 -4.6834 0.0728 -6.8644
N10 -3.8307 -0.6910 -6.6626
H44 -6.6339 0.5494 -7.5587
H45 -6.0753 1.5251 -6.1821
H46 -5.4229 1.8259 -7.8070
C29 5.7331 -7.3796 0.0378
C30 6.5080 -7.8782 -1.1350
N11 7.1113 -8.2668 -2.0486
H47 4.6931 -7.6976 -0.0437
H48 6.1564 -7.7795 0.9593
H49 5.7711 -6.2928 0.0718
C31 -4.4631 -3.1106 -0.6001
C32 -3.3795 -4.1058 -0.3561
N12 -2.5352 -4.8827 -0.1644
H50 -5.3299 -3.6077 -1.0364
H51 -4.7551 -2.6432 0.3407
H52 -4.1099 -2.3405 -1.2865
C33 -0.8334 5.9748 5.4723
C34 -2.2125 6.2577 5.9640
N13 -3.2877 6.4771 6.3452
H53 -0.5172 4.9857 5.8047
H54 -0.8151 6.0070 4.3827
H55 -0.1398 6.7198 5.8626
C35 -4.5911 5.2541 -8.4321
C36 -3.5016 4.2686 -8.1777
N14 -2.6517 3.5009 -7.9804
H56 -5.4520 4.7489 -8.8706
H57 -4.8915 5.7232 -7.4949
H58 -4.2403 6.0234 -9.1203
C37 0.0606 -5.0366 -5.7062
C38 0.2466 -3.6553 -6.2368
N15 0.3899 -2.5790 -6.6523
H59 -0.3489 -4.9933 -4.6966
H60 -0.6271 -5.5890 -6.3468
H61 1.0194 -5.5553 -5.6809

Cartesian forces, eV/Å:
0.59 0.23 0.21
0.54 0.40 -0.21
0.38 -0.24 1.03
-0.72 -0.21 -1.09
-0.47 0.01 -0.55
-0.24 -1.89 0.95
1.09 -0.23 -1.75
-0.48 -0.26 1.09
0.31 1.11 -0.22
2.30 1.04 0.22
-0.02 -0.38 0.53
-0.45 -1.21 -1.51
-0.10 -0.71 1.14
-1.27 0.58 0.09
-0.27 -1.12 -0.85
0.95 -0.50 -0.79
0.97 0.75 0.89
-0.79 0.54 0.70
1.05 0.48 -1.16
0.19 0.77 1.27
-0.93 -0.52 -0.73
0.97 0.90 0.68
-0.66 1.03 -0.69
-0.60 -0.87 0.49
-1.01 0.80 0.03
-0.62 0.88 0.56
0.35 -1.17 0.17
-1.15 -0.54 -0.74
-0.02 0.35 0.77
0.02 0.28 0.69
-0.08 -0.59 -1.79
0.02 0.15 0.15
0.04 0.01 0.10
-0.03 0.01 0.10
0.77 0.35 0.33
0.65 0.35 0.27
-1.51 -0.72 -0.71
-0.05 0.09 0.08
0.09 -0.04 -0.01
0.08 0.01 0.06
-0.24 -0.56 0.59
-0.20 -0.45 0.43
0.54 1.16 -1.22
-0.03 -0.04 0.10
-0.01 -0.08 0.00
-0.04 -0.02 0.09
0.73 0.14 0.57
0.57 0.03 0.53
-1.36 -0.18 -1.11
0.04 0.07 0.04
0.09 -0.01 -0.01
-0.02 -0.07 0.12
0.66 0.08 0.95
0.52 -0.01 0.69
-1.12 0.22 -1.43
0.14 0.03 0.04
0.02 -0.06 0.07
0.03 0.09 0.15
0.34 -0.33 0.66
0.28 -0.32 0.66
-0.64 0.59 -1.60
-0.04 0.02 0.09
0.06 0.02 0.07
0.05 -0.08 -0.01
-0.48 -0.02 0.27
-0.61 0.13 0.20
1.60 -0.29 -0.57
-0.14 0.07 0.01
-0.09 -0.06 0.28
-0.14 -0.02 0.08
0.11 -0.40 -0.70
0.28 -0.89 -1.39
-0.51 1.60 2.36
0.06 -0.07 0.00
-0.04 0.01 -0.08
0.02 -0.09 -0.02
0.52 -0.49 0.11
0.59 -0.56 0.14
-1.34 1.14 -0.25
0.11 -0.07 0.03
0.08 -0.05 -0.05
0.04 -0.07 0.07
0.49 -0.52 0.12
0.61 -0.47 0.15
-1.30 1.20 -0.21
0.10 -0.01 0.02
0.10 -0.04 -0.04
0.05 -0.09 0.05
0.45 -0.28 -0.76
0.37 -0.33 -0.60
-0.92 0.61 1.37
0.08 -0.03 -0.04
0.00 0.04 -0.09
0.04 -0.14 0.00
0.50 -0.54 0.14
0.56 -0.54 0.13
-1.16 1.36 -0.29
0.10 -0.03 0.03
0.07 -0.04 -0.05
0.03 -0.08 0.05
-0.72 0.16 0.25
-0.70 0.15 0.26
1.62 -0.36 -0.61
-0.04 0.07 0.00
-0.02 -0.01 0.08
-0.09 -0.04 0.00
0.57 -0.50 0.13
0.56 -0.49 0.11
-1.48 1.35 -0.65
0.09 0.00 0.02
0.05 -0.08 -0.04
0.02 -0.09 0.04
0.11 0.72 -0.28
-0.06 0.68 -0.47
-0.42 -1.89 0.50
0.01 0.03 -0.08
0.05 0.09 0.02
-0.05 0.07 -0.03

Values from the calculation:
- charge = +1
- highest occupied orbital energy (eV) = -12.39
- orbital gap (eV) = 9.30
- electronic energy (eV) = -96909.8691
- LUMO (Ha) = -0.1137

Atom charges from the Löwdin analysis, given in e for atoms 1 to 2: -0.128, -0.663